1.
{"formula": "C2H3LiNiO", "method": "ωB97M-V/def2-TZVPD", "lumo_ev": [-4.83, -6.30], "gap_ev": [8.312, 7.376], "e_above_lowest_kj_mol": 0.0, "e_tot_ev": -45406.047, "mol_weight_g_mol": 108.68, "total_charge": 1, "largest_force_ev_per_a": 2.97, "spin_multiplicity": 4, "species": ["O", "C", "Ni", "Li", "H", "C", "H", "H"], "positions_angstrom": [[-0.90, -1.72, 0.08], [-0.05, -1.19, -0.70], [-1.24, -0.17, 1.06], [-0.07, 0.70, -1.49], [0.65, -1.94, -1.14], [0.24, 1.12, 0.75], [0.03, 2.20, 0.78], [1.34, 1.01, 0.66]], "nbo_charge": [-0.646, -0.033, 1.203, 0.920, 0.173, -0.998, 0.184, 0.195]}



2.
{"formula": "C2H3LiO2Ru", "method": "ωB97M-V/def2-TZVPD", "lumo_ev": [-15.20, -18.14], "gap_ev": [9.297, 9.179], "e_tot_ev": -8963.203, "mol_weight_g_mol": 167.05, "total_charge": 3, "largest_force_ev_per_a": 3.93, "spin_multiplicity": 6, "species": ["O", "C", "C", "O", "Ru", "H", "H", "Li", "H"], "positions_angstrom": [[1.57, -1.80, 0.64], [0.73, -1.14, 0.27], [-0.57, -0.38, 0.30], [-0.40, 0.94, -0.03], [0.17, 1.58, -1.73], [-0.96, -0.57, 1.32], [-1.19, -0.92, -0.44], [-0.63, 2.15, 1.40], [1.27, 0.15, -1.73]], "nbo_charge": [-0.075, 0.863, -0.233, -0.853, 1.794, 0.333, 0.320, 0.992, -0.142]}



3.
{"formula": "C2H3N", "method": "ωB97M-V/def2-TZVPD", "lumo_ev": [0.70, -1.51], "gap_ev": [10.296, 9.299], "e_above_lowest_kj_mol": 667.1, "e_tot_ev": -3605.444, "mol_weight_g_mol": 41.05, "largest_force_ev_per_a": 1.43, "species": ["C", "C", "N", "H", "H", "H"], "positions_angstrom": [[-0.13, -0.56, 0.13], [-0.17, 0.93, -0.01], [-1.28, -0.27, -0.08], [1.68, -2.97, -0.20], [-0.35, 1.29, 0.97], [0.24, 1.59, -0.80]], "nbo_charge": [0.193, -0.266, -0.339, 0.001, 0.191, 0.220]}



4.
{"formula": "C2H3N2O", "method": "ωB97M-V/def2-TZVPD", "lumo_ev": -6.18, "gap_ev": 11.650, "e_above_lowest_kj_mol": 322.3, "e_tot_ev": -7139.041, "mol_weight_g_mol": 71.06, "total_charge": 1, "largest_force_ev_per_a": 11.17, "species": ["C", "C", "N", "N", "O", "H", "H", "H"], "positions_angstrom": [[0.84, 0.38, 3.15], [0.40, -0.04, 0.79], [0.65, -0.26, -0.41], [0.22, 0.40, 2.10], [1.24, 0.38, 4.18], [-1.90, -0.08, -4.00], [0.33, -0.27, -1.33], [-1.80, -0.50, -4.49]], "nbo_charge": [0.977, 0.830, -0.448, -0.585, -0.266, -0.023, 0.492, 0.023]}



5.
{"formula": "C2H3N2O", "method": "ωB97M-V/def2-TZVPD", "lumo_ev": -5.44, "gap_ev": 11.214, "e_above_lowest_kj_mol": 80.1, "e_tot_ev": -7141.553, "mol_weight_g_mol": 71.06, "total_charge": 1, "largest_force_ev_per_a": 1.86, "species": ["C", "C", "N", "N", "O", "H", "H", "H"], "positions_angstrom": [[1.06, -2.68, 1.12], [-0.58, 2.35, -0.66], [0.53, -1.84, 0.56], [-0.65, 1.10, -0.65], [-0.49, 3.46, -0.69], [1.54, -3.46, 1.63], [-0.07, 0.46, -0.08], [-1.34, 0.61, -1.24]], "nbo_charge": [0.178, 1.014, -0.421, -0.806, -0.237, 0.253, 0.524, 0.496]}



6.
{"formula": "C2H3N2O2", "method": "ωB97M-V/def2-TZVPD", "lumo_ev": 4.43, "gap_ev": 7.735, "smiles": "O=N[C@@H]1CN1[O-]", "e_above_lowest_kj_mol": 479.5, "e_tot_ev": -9192.735, "mol_weight_g_mol": 87.06, "total_charge": -1, "largest_force_ev_per_a": 5.86, "species": ["O", "N", "C", "C", "N", "O", "H", "H", "H"], "positions_angstrom": [[0.41, -0.65, -2.64], [0.08, -0.93, -1.46], [0.30, -0.07, -0.53], [0.13, -0.27, 0.95], [-1.09, 0.27, 0.52], [-1.23, 1.50, 0.79], [0.59, 1.15, -0.51], [0.03, -1.35, 1.36], [0.78, 0.36, 1.52]], "nbo_charge": [-0.547, -0.031, -0.106, -0.288, 0.033, -0.573, 0.142, 0.184, 0.185]}